[1]
85
Properties=species:S:1:pos:R:3 method="wB97M-V/def2-TZVPD" homo_lumo_gap_ev=9.926 largest_force_ev_per_a=3.5 e_homo_ev=-9.53 relative_energy_ev=1.579 total_charge=0
C -13.1955 13.2459 -14.5473
C -12.4160 13.1397 -15.7247
C -11.4652 12.0940 -15.6996
N -11.1612 11.3659 -14.5627
C -11.8437 11.6370 -13.4733
C -12.8993 12.5202 -13.4359
H -13.9576 14.0111 -14.5562
H -12.3882 13.7203 -16.6349
H -10.8035 11.9293 -16.5371
H -11.7046 11.0529 -12.5756
H -13.4998 12.6395 -12.5462
C -14.8896 -4.4797 -19.3227
C -14.8906 -5.7809 -18.8353
C -14.5696 -6.0749 -17.5179
N -14.1845 -5.1409 -16.6431
C -14.0825 -3.8601 -17.1188
C -14.4018 -3.5324 -18.4455
H -15.0048 -4.2458 -20.3707
H -15.1212 -6.6430 -19.4436
H -14.5000 -7.1038 -17.1972
H -13.6930 -3.1658 -16.3889
H -14.3523 -2.4883 -18.7171
C 0.2500 5.4797 -21.9762
C -1.0302 4.9781 -21.8318
C -1.8016 5.1804 -20.6730
N -1.3372 5.8809 -19.6338
C -0.1080 6.3824 -19.7556
C 0.7835 6.2390 -20.9047
H 0.8535 5.0993 -22.7870
H -1.5496 4.3813 -22.5670
H -2.8038 4.7926 -20.5656
H 0.2637 6.8824 -18.8735
H 1.7948 6.6062 -20.9988
C -1.0635 4.9390 -9.1506
C -0.8884 6.1520 -8.5190
C -1.0303 7.2634 -9.2632
N -1.5895 7.3310 -10.5354
C -1.9272 6.1126 -11.0568
C -1.6926 4.8960 -10.3950
H -0.8283 4.0039 -8.6641
H -0.3803 6.1740 -7.5662
H -0.7909 8.2163 -8.8147
H -2.4363 6.1745 -12.0072
H -1.7700 3.9247 -10.8608
C -17.9304 0.9685 -23.6800
C -16.7452 1.2643 -23.0243
C -15.4874 0.9711 -23.5768
N -15.4451 0.4698 -24.8330
C -16.5991 0.1935 -25.4878
C -17.8394 0.4231 -24.9811
H -18.9083 1.2284 -23.3022
H -16.8500 1.6726 -22.0300
H -14.5704 1.0026 -23.0072
H -16.4879 -0.2449 -26.4685
H -18.7513 0.2246 -25.5246
C -14.3135 4.0847 -12.1283
C -15.6242 4.4164 -12.2498
C -16.2608 5.1897 -11.2935
N -15.5734 5.6869 -10.2684
C -14.2664 5.4059 -10.1308
C -13.5890 4.6650 -11.0725
H -13.8169 3.4930 -12.8831
H -16.1782 3.9896 -13.0727
H -17.3128 5.4160 -11.3856
H -13.7456 5.8230 -9.2816
H -12.5221 4.5505 -10.9500
C -7.4580 10.9026 -23.3080
C -7.2812 12.2935 -23.5129
C -6.4582 13.0597 -22.7111
N -5.8210 12.4895 -21.6854
C -6.0045 11.1478 -21.4458
C -6.7735 10.3314 -22.3023
H -8.2276 10.3317 -23.8061
H -7.8334 12.7575 -24.3167
H -6.4520 14.1348 -22.8142
H -5.4424 10.6006 -20.7034
H -6.8549 9.2650 -22.1518
Cl -8.5128 4.8650 -15.7392
C -8.9759 5.7306 -17.2385
C -10.4779 5.5860 -17.5536
Cl -10.6833 3.8894 -18.0039
H -8.3813 5.2130 -17.9912
H -8.6260 6.7627 -17.2591
H -10.8218 6.1368 -18.4291
H -11.1598 5.8287 -16.7386

[2]
94
Properties=species:S:1:pos:R:3 method="wB97M-V/def2-TZVPD" homo_lumo_gap_ev=7.191 largest_force_ev_per_a=1.0 e_homo_ev=-9.76 relative_energy_ev=0.476 total_charge=+1
W 0.2951 -0.4338 -0.7542
O -2.5276 -1.4321 -3.5332
C -1.8813 -1.3414 -2.5278
O -0.6606 -0.8429 -2.4660
C -2.3971 -1.7778 -1.1901
C -3.6580 -2.3183 -1.0348
C -4.0808 -2.6161 0.2498
C -3.2234 -2.3670 1.3097
C -1.9646 -1.8445 1.0642
N -1.5544 -1.5559 -0.1715
H -4.2738 -2.4667 -1.9096
H -5.0712 -3.0170 0.4205
H -3.5196 -2.5552 2.3332
H -1.2711 -1.6336 1.8614
N 2.3505 0.2832 -0.2508
C 2.9047 1.5542 -0.6953
C 4.0037 2.0994 -0.0448
C 4.5153 3.3009 -0.5031
C 3.9452 3.9432 -1.5990
C 2.8560 3.3881 -2.2425
C 2.3172 2.1904 -1.7754
P 0.9895 1.2283 -2.5133
C 1.7211 0.7131 -4.0877
C 2.7710 -0.1985 -4.0320
C 3.4657 -0.5434 -5.1785
C 3.1150 0.0251 -6.3943
C 2.0765 0.9429 -6.4569
C 1.3856 1.2958 -5.3075
C -0.3720 2.3481 -2.9085
C -1.3876 1.9183 -3.7621
C -2.5034 2.7134 -3.9661
C -2.6191 3.9346 -3.3167
C -1.6166 4.3613 -2.4583
C -0.4959 3.5704 -2.2525
H 2.9981 -0.4709 -0.4869
H 2.3352 0.3244 0.7819
H 4.4454 1.5884 0.8010
H 5.3703 3.7403 -0.0070
H 4.3637 4.8765 -1.9502
H 2.4220 3.8799 -3.1042
H 3.0473 -0.6559 -3.0880
H 4.2715 -1.2629 -5.1208
H 3.6511 -0.2466 -7.2937
H 1.8027 1.3907 -7.4029
H 0.5865 2.0218 -5.3706
H -1.3218 0.9550 -4.2528
H -3.2863 2.3728 -4.6305
H -3.4908 4.5547 -3.4803
H -1.7054 5.3099 -1.9454
H 0.2701 3.9056 -1.5641
N 1.9938 0.3643 2.7538
C 2.1545 -1.0485 3.0536
C 1.7262 -1.5181 4.4594
C 0.2023 -1.5572 4.6939
C -0.2691 -2.9335 5.1659
N 0.0130 -3.9097 4.1077
C -0.8703 -4.6176 3.4195
N -0.5779 -4.9555 2.1718
N -2.0348 -4.9960 3.9810
C 1.4081 -1.8728 2.0037
O 1.3714 -3.0985 2.0985
O 0.8212 -1.1650 1.1113
H 2.4141 0.9545 3.4581
H 1.0218 0.6231 2.6127
H 3.2096 -1.3120 2.9324
H 2.2056 -0.8843 5.2073
H 2.1624 -2.5085 4.6116
H -0.3379 -1.3091 3.7756
H -0.1011 -0.8053 5.4233
H -1.3359 -2.9372 5.3899
H 0.2601 -3.2233 6.0759
H 0.8551 -3.7025 3.5646
H 0.1098 -4.3972 1.6561
H -1.1822 -5.5605 1.6434
H -2.0985 -5.0404 4.9837
H -2.6596 -5.5940 3.4684
O 0.0766 1.2548 0.7014
C -1.1412 1.4629 0.3944
O -1.5441 0.9855 -0.6979
C -2.0509 2.1296 1.3501
C -1.5651 2.6075 2.5631
C -2.4321 3.2041 3.4634
C -3.7794 3.3265 3.1483
C -4.2631 2.8542 1.9354
C -3.3998 2.2560 1.0321
H -0.5091 2.5149 2.7846
H -2.0599 3.5825 4.4059
H -4.4548 3.7966 3.8509
H -5.3122 2.9576 1.6928
H -3.7523 1.8891 0.0772
Cl 1.4619 -3.0898 -3.4377
Si 1.3388 -2.6264 -1.4339
Cl 3.2797 -2.9262 -0.6823
Cl 0.2513 -4.3249 -0.7634

[3]
92
Properties=species:S:1:pos:R:3 method="wB97M-V/def2-TZVPD" homo_lumo_gap_ev=8.244 largest_force_ev_per_a=1.9 e_homo_ev=-7.63 relative_energy_ev=1.057 total_charge=0
Zn -0.5791 1.0249 1.2438
Cl -1.5243 0.9888 3.8787
C -2.0942 -0.5730 4.3394
C -2.4671 -0.8060 5.6543
C -2.9617 -2.0459 6.0158
C -3.0566 -3.0539 5.0729
C -2.6501 -2.8263 3.7711
C -2.1731 -1.5806 3.3773
P -1.6856 -1.2230 1.6460
C -1.2841 -2.8927 1.0044
C 0.0374 -3.3250 0.9703
C 0.3572 -4.5813 0.4829
C -0.6403 -5.4254 0.0234
C -1.9606 -5.0063 0.0649
C -2.2819 -3.7480 0.5397
C -3.3092 -0.9400 0.8685
C -4.4475 -0.6260 1.5995
C -5.6203 -0.2979 0.9404
C -5.6654 -0.2973 -0.4428
C -4.5297 -0.6072 -1.1751
C -3.3524 -0.9197 -0.5241
H -2.3738 -0.0181 6.3838
H -3.2577 -2.2252 7.0368
H -3.4464 -4.0202 5.3526
H -2.6993 -3.6289 3.0530
H 0.8254 -2.6801 1.3296
H 1.3917 -4.8899 0.4447
H -0.3961 -6.4062 -0.3592
H -2.7499 -5.6536 -0.2887
H -3.3161 -3.4324 0.5487
H -4.4132 -0.6160 2.6807
H -6.5032 -0.0364 1.5065
H -6.5811 -0.0396 -0.9548
H -4.5663 -0.5980 -2.2554
H -2.4486 -1.1325 -1.0813
O -0.1234 0.8179 -0.6579
P 1.0054 1.2757 -1.5112
N 2.3224 0.2655 -1.3720
C 3.6167 0.4422 -2.0354
C 4.0064 -0.9430 -2.5544
C 3.2897 -1.8740 -1.5814
C 1.9595 -1.1556 -1.3927
N 0.4495 1.0962 -3.0974
C 1.2359 1.6383 -4.2011
C 0.2201 2.1148 -5.2464
C -1.0589 2.3099 -4.4349
C -0.9659 1.1625 -3.4346
N 1.4825 2.8275 -1.2221
C 2.7535 3.5188 -1.1860
C 2.4086 4.8732 -1.8012
C 1.0568 5.1800 -1.1576
C 0.4241 3.7974 -0.9365
H 4.3446 0.7879 -1.2950
H 3.5714 1.1686 -2.8478
H 5.0854 -1.0830 -2.5622
H 3.6241 -1.0941 -3.5672
H 3.8324 -1.9278 -0.6361
H 3.1689 -2.8808 -1.9756
H 1.4512 -1.4165 -0.4641
H 1.2829 -1.3823 -2.2304
H 1.8940 0.8654 -4.6142
H 1.8536 2.4711 -3.8463
H 0.0638 1.3370 -5.9953
H 0.5458 3.0236 -5.7488
H -1.9556 2.2684 -5.0499
H -1.0309 3.2641 -3.9071
H -1.2666 0.2229 -3.9165
H -1.5650 1.2958 -2.5346
H 3.5233 2.9820 -1.7299
H 3.0865 3.6464 -0.1517
H 2.3002 4.7766 -2.8838
H 3.1566 5.6345 -1.5914
H 0.4358 5.8240 -1.7801
H 1.2125 5.6709 -0.1971
H -0.4249 3.6178 -1.6023
H 0.0843 3.6927 0.0943
O -1.0205 2.9751 1.7597
C -2.1894 2.7807 1.3928
O -2.5601 1.7303 0.8551
H -2.9295 3.5870 1.5664
F 5.2591 -2.2462 3.3726
C 4.2639 -1.4348 2.9735
C 2.9523 -1.6730 3.3602
F 2.6664 -2.7169 4.1538
C 1.9410 -0.8423 2.9186
F 0.6647 -1.1240 3.2998
C 2.1507 0.2896 2.0959
O 1.2274 1.0796 1.7140
C 3.5089 0.4940 1.7408
F 3.8116 1.5567 0.9689
C 4.5288 -0.3377 2.1589
F 5.7924 -0.0874 1.7768

Number 1: E_tot -74473.26464 eV. Number 2: E_tot -116792.59020 eV. Number 3: E_tot -144771.72411 eV.